1.
Here is one molecule with the formula C6H9N in a non-equilibrium geometry from the OMol25 dataset. Energies are from ωB97M-V/def2-TZVPD.

The geometry in XYZ format:
```
16
Properties=species:S:1:pos:R:3:forces:R:3:mulliken_charge:R:1
C 1.2617 -1.6177 -0.7334 0.59 -1.00 -0.19 -1.295
C 0.6430 -0.3486 -0.2714 -0.32 0.42 -0.26 1.192
C 1.1854 0.9678 -0.3962 0.32 -0.83 -0.34 -0.671
C 0.2608 1.8532 0.0658 -0.15 0.06 0.67 -0.603
N -0.8248 1.1190 0.4784 -0.08 0.38 0.08 0.033
C -0.6133 -0.2082 0.2665 0.01 -0.55 0.00 -0.206
C -1.6556 -1.2441 0.5512 0.57 0.12 0.07 -1.194
H 0.5290 -2.3199 -1.1413 -0.13 0.08 0.18 0.322
H 1.9912 -1.5208 -1.5477 -0.14 0.48 0.17 0.340
H 1.8096 -2.1671 0.0517 -0.27 0.26 -0.06 0.234
H 2.1494 1.1095 -0.8525 0.10 0.53 0.15 0.419
H 0.3007 2.8945 0.3361 0.11 0.11 -0.41 0.372
H -1.6416 1.5162 0.9051 -0.02 -0.06 0.00 0.189
H -1.8312 -1.3611 1.6211 -0.17 0.11 0.05 0.295
H -1.2879 -2.2084 0.2033 -0.16 0.01 -0.12 0.256
H -2.5808 -0.9966 0.0411 -0.26 -0.12 0.01 0.316
```
Forces are in eV/Å.

Values from the calculation:
relative energy (zero: lowest compared OMol25 entry of this formula, charge and spin): 4.5 kcal per mole
SMILES: Cc1cc[nH]c1C
highest occupied orbital energy: -0.288 Eh
multiplicity: 1
max |F|: 1.2 eV/A
lowest unoccupied orbital energy: 1.1 eV
energy: -288.77493 a.u.
frontier orbital gap: 8.9 eV



2.
Here is a 2-piece molecular cluster, C3H2N2 overall in a non-equilibrium geometry from the OMol25 dataset. Energies are from ωB97M-V/def2-TZVPD.

The geometry in XYZ format:
```
7
Properties=species:S:1:pos:R:3:forces:R:3:mulliken_charge:R:1
C -1.1829 -0.7948 -0.5202 -0.58 -0.01 0.00 0.036
C -0.1565 -0.4538 -0.0196 3.09 1.00 0.88 -0.473
C 2.6879 -0.4573 -0.2400 0.63 -0.27 -0.54 0.493
N 3.4307 -1.1196 -0.8333 0.42 -0.37 -0.51 -0.335
N 1.9497 0.1953 0.5799 -3.32 -0.30 0.77 -0.408
H -2.1689 -1.0162 -0.8270 -0.25 -0.19 -0.24 0.380
H 1.7609 1.1705 0.3856 0.02 0.14 -0.36 0.307
```
Forces are in eV/Å.

Values from the calculation:
relative energy (zero: lowest compared OMol25 entry of this formula, charge and spin): 143.1 kcal per mole
highest occupied orbital energy (spin up / spin down): -0.409 / -0.404 Eh
multiplicity: 1
max |F|: 3.4 eV/A
lowest unoccupied orbital energy (spin up / spin down): -2.9 / -2.6 eV
energy: -224.76911 a.u.
frontier orbital gap (spin up / spin down): 8.3 / 8.4 eV



3.
Here is an isolated ion of composition C2H2NO2S2 and charge -1 in a non-equilibrium geometry from the OMol25 dataset. Energies are from ωB97M-V/def2-TZVPD.

The geometry in XYZ format:
```
9
Properties=species:S:1:pos:R:3:forces:R:3:mulliken_charge:R:1
O 2.5446 0.8007 0.0395 0.08 0.25 -0.50 -0.528
C 1.7252 -0.0688 -0.0767 -2.27 1.78 0.91 0.413
S 1.7774 -1.7103 0.0834 0.64 -1.78 -0.26 -0.597
C 0.0173 0.4866 -0.0942 2.64 -1.39 -0.06 0.308
S -0.5144 2.0342 0.0144 -0.44 0.86 0.07 -0.577
N -0.7805 -0.5394 -0.0631 -1.32 3.82 0.00 0.044
O -2.1303 -0.3327 0.0301 -1.07 1.98 0.50 -0.464
H -0.4193 -1.4338 -0.1362 0.67 -2.59 -0.01 0.114
H -2.2200 0.7635 0.2028 1.07 -2.92 -0.64 0.288
```
Forces are in eV/Å.

Values from the calculation:
relative energy (zero: lowest compared OMol25 entry of this formula, charge and spin): 56.8 kcal per mole
SMILES: [O-]C(=S)C(=S)NO
highest occupied orbital energy: -0.155 Eh
multiplicity: 1
max |F|: 4.0 eV/A
lowest unoccupied orbital energy: 3.5 eV
total charge: -1
energy: -1079.02828 a.u.
frontier orbital gap: 7.7 eV



4.
Here is C18H8NO10RuTe as an isolated structure in a non-equilibrium geometry from the OMol25 dataset. Energies are from ωB97M-V/def2-TZVPD.

The geometry in XYZ format:
```
39
Properties=species:S:1:pos:R:3:forces:R:3:mulliken_charge:R:1
Ru 0.1118 0.0437 -0.1699 -1.47 -0.86 -0.09 1.043
O -5.6697 2.5144 0.2188 -0.05 0.05 -0.11 -0.555
C -4.3539 2.1657 0.2469 0.31 -0.11 0.05 1.185
C -3.8027 1.4756 1.3192 -0.07 0.04 0.07 -0.280
C -2.4660 1.1398 1.2669 0.10 -0.05 0.18 -0.157
N -1.7027 1.4631 0.2330 0.10 -0.36 -0.22 -0.153
C -2.2269 2.1008 -0.8092 0.05 0.01 -0.08 0.253
C -3.5485 2.4974 -0.8344 -0.11 0.16 -0.04 -0.697
C -1.2962 2.2706 -2.0100 -0.11 0.09 -0.02 0.256
O -1.5083 3.2063 -2.7819 -0.06 -0.15 0.02 -0.743
O -0.3861 1.3872 -2.0804 0.15 -0.19 0.35 -0.519
C -1.7829 0.3244 2.3687 -0.24 0.19 0.04 0.363
O -2.3546 0.2517 3.4562 0.08 -0.05 -0.10 -0.736
O -0.6743 -0.1899 2.0270 0.39 -0.10 -0.57 -0.606
H -6.1052 2.0934 0.9653 -0.03 -0.01 0.07 0.284
H -4.3802 1.1692 2.1833 0.01 0.02 0.00 0.391
H -3.9358 3.0214 -1.6967 0.01 -0.02 0.01 0.498
O -2.6758 -5.6660 -0.2589 0.01 0.07 -0.03 -0.667
C -2.1457 -4.5808 -0.3812 -0.07 -0.31 0.05 0.557
C -0.6792 -4.2926 -0.2116 0.50 0.16 0.00 0.074
O 0.1924 -5.1223 0.0117 -0.08 0.01 0.02 -0.719
C -0.5369 -2.8502 -0.3851 -1.10 -0.27 -0.20 1.041
C -1.7935 -2.2589 -0.7340 0.60 -0.44 0.19 0.419
O -1.8951 -1.0290 -0.9794 0.22 0.41 0.21 -0.685
C -2.8384 -3.2951 -0.7415 -0.25 0.30 -0.16 -0.003
O -4.0244 -3.1662 -0.9943 0.08 -0.04 0.04 -0.694
O 0.5184 -2.1368 -0.2955 0.48 1.19 0.21 -0.882
Te 1.9754 1.8945 -0.1004 0.83 0.47 0.01 0.135
C 3.9421 1.1097 0.0652 -0.23 -0.23 0.10 -0.012
C 5.0470 1.9585 0.0635 -0.17 0.09 0.00 -0.408
C 6.3344 1.4446 0.0936 0.07 -0.01 0.00 -0.490
C 6.5412 0.0722 0.1287 0.03 0.01 0.00 -0.355
C 5.4464 -0.7823 0.1432 0.03 0.01 0.01 -0.676
C 4.1595 -0.2679 0.1144 -0.12 0.02 0.00 -0.210
H 4.8879 3.0305 0.0338 0.06 0.00 -0.02 0.319
H 7.1812 2.1216 0.0831 0.01 0.00 0.01 0.317
H 7.5478 -0.3284 0.1433 0.00 0.00 0.01 0.341
H 5.5927 -1.8551 0.1742 -0.01 0.00 0.00 0.364
H 3.3050 -0.9348 0.1244 0.06 -0.08 -0.01 0.408
```
Forces are in eV/Å.

Values from the calculation:
relative energy (zero: lowest compared OMol25 entry of this formula, charge and spin): 0.0 kcal per mole
highest occupied orbital energy (spin up / spin down): -0.073 / -0.072 Eh
multiplicity: 6
max |F|: 1.7 eV/A
lowest unoccupied orbital energy (spin up / spin down): 4.1 / 3.5 eV
total charge: -2
energy: -1860.88867 a.u.
frontier orbital gap (spin up / spin down): 6.0 / 5.5 eV



5.
Here is a 8-piece molecular cluster, C46H54Si overall in a non-equilibrium geometry from the OMol25 dataset. Energies are from ωB97M-V/def2-TZVPD.

The geometry in XYZ format:
```
101
Properties=species:S:1:pos:R:3:forces:R:3:mulliken_charge:R:1
C 7.5708 -3.3754 2.9635 -0.88 1.53 -0.19 -1.684
C 6.7548 -2.2690 2.2061 0.66 -0.81 -0.79 1.326
C 7.7684 -1.4926 1.3315 -0.11 0.18 0.77 -1.697
C 5.6231 -2.9670 1.3812 -0.76 0.62 1.06 -0.927
Si 3.9504 -2.2620 2.0044 0.61 -0.54 -0.58 0.620
H 8.5312 -2.9274 3.2338 0.00 -0.43 0.18 0.417
H 7.6847 -4.2042 2.2649 0.25 -0.10 0.31 0.472
H 7.0084 -3.6509 3.8594 0.27 -0.37 -0.07 0.354
H 6.3077 -1.5513 2.9083 0.19 -0.17 0.07 -0.191
H 7.3109 -0.8735 0.5558 0.02 -0.18 -0.01 0.420
H 8.5224 -2.1722 0.9200 -0.30 0.05 -0.27 0.374
H 8.3186 -0.8212 2.0070 -0.04 -0.02 -0.25 0.399
H 5.5969 -4.0287 1.6600 0.05 0.09 -0.51 0.338
H 5.7046 -2.8251 0.2999 0.17 -0.18 0.15 0.435
H 4.1046 -0.7914 2.0432 -0.21 0.05 0.06 -0.165
H 2.8262 -2.6762 1.1305 -0.02 0.16 -0.01 -0.248
H 3.6636 -2.8128 3.3458 0.06 0.14 0.12 -0.184
C 5.5272 -1.0900 6.3907 -0.04 -0.01 0.01 -0.480
C 4.2754 -0.7175 5.9176 0.02 0.01 0.02 0.156
C 3.1722 -0.7594 6.7600 0.03 -0.01 0.02 -0.666
C 3.3203 -1.1778 8.0763 0.05 -0.01 -0.04 -0.358
C 4.5706 -1.5582 8.5476 0.00 0.02 -0.04 -0.396
C 5.6744 -1.5133 7.7056 -0.03 0.01 -0.02 -0.504
H 6.3885 -1.0515 5.7342 -0.01 -0.01 0.00 0.373
H 4.1604 -0.3941 4.8901 -0.01 -0.01 0.00 0.372
H 2.1974 -0.4663 6.3911 0.01 0.00 0.00 0.380
H 2.4612 -1.2083 8.7343 0.00 -0.01 0.00 0.365
H 4.6849 -1.8895 9.5720 0.00 0.01 -0.01 0.359
H 6.6490 -1.8079 8.0736 -0.01 0.00 0.00 0.364
C 0.2631 -4.2312 0.5193 -0.05 -0.02 0.05 -0.472
C -0.7676 -3.3323 0.2754 0.00 -0.02 0.01 -0.385
C -1.7318 -3.0994 1.2480 0.05 -0.02 0.02 -0.405
C -1.6677 -3.7686 2.4637 0.03 0.00 -0.04 -0.455
C -0.6420 -4.6741 2.7043 0.01 0.02 -0.03 -0.424
C 0.3243 -4.9048 1.7334 -0.04 0.06 -0.04 -0.362
H 1.0181 -4.4073 -0.2365 -0.01 0.00 0.00 0.402
H -0.8189 -2.8122 -0.6732 0.01 0.00 0.00 0.553
H -2.5337 -2.3964 1.0589 0.00 -0.01 0.00 0.387
H -2.4176 -3.5856 3.2227 0.00 -0.01 -0.01 0.379
H -0.5952 -5.1999 3.6496 0.00 0.01 0.00 0.379
H 1.1250 -5.6088 1.9223 0.00 0.01 0.00 0.404
C 1.9895 1.4914 -1.8137 -0.05 0.00 0.03 -0.490
C 2.1204 0.4156 -0.9441 -0.03 0.00 -0.01 -0.411
C 0.9890 -0.1905 -0.4122 0.02 0.01 0.02 -0.275
C -0.2737 0.2823 -0.7468 0.05 0.05 -0.03 -0.309
C -0.4047 1.3634 -1.6094 -0.01 0.00 -0.01 -0.353
C 0.7265 1.9672 -2.1442 0.03 -0.04 0.04 -0.574
H 2.8714 1.9595 -2.2328 0.00 0.00 0.01 0.409
H 3.1053 0.0487 -0.6811 -0.01 0.00 0.01 0.428
H 1.0910 -1.0314 0.2633 0.00 0.00 -0.01 0.290
H -1.1558 -0.1920 -0.3337 0.01 0.00 0.01 0.438
H -1.3891 1.7353 -1.8661 0.01 0.00 -0.02 0.433
H 0.6240 2.8084 -2.8181 -0.01 -0.01 0.00 0.390
C -4.4074 4.8163 -1.2731 -0.03 -0.05 -0.01 -0.310
C -3.6609 3.7971 -0.6956 0.00 0.00 -0.02 -0.564
C -4.0827 2.4783 -0.8067 -0.03 0.03 -0.03 -0.414
C -5.2529 2.1778 -1.4922 0.00 0.01 0.00 -0.345
C -6.0036 3.1983 -2.0624 0.05 0.00 0.01 -0.087
C -5.5806 4.5171 -1.9543 0.03 -0.03 0.02 -0.641
H -4.0756 5.8435 -1.1917 -0.01 0.00 0.01 0.371
H -2.7494 4.0304 -0.1592 0.00 -0.01 -0.01 0.401
H -3.4988 1.6836 -0.3588 -0.01 0.01 0.01 0.521
H -5.5801 1.1491 -1.5815 -0.01 0.01 0.00 0.394
H -6.9193 2.9656 -2.5924 0.01 0.01 0.00 0.295
H -6.1649 5.3118 -2.4007 0.00 -0.01 0.00 0.382
C -7.2845 0.0166 -3.9725 -0.03 0.00 0.01 -0.104
C -8.4063 0.0062 -3.1529 0.03 -0.03 -0.02 -0.381
C -9.1319 -1.1661 -2.9819 0.03 -0.01 -0.03 -0.430
C -8.7379 -2.3275 -3.6341 0.02 0.06 -0.01 -0.400
C -7.6211 -2.3151 -4.4603 -0.01 0.04 0.02 -0.415
C -6.8935 -1.1439 -4.6286 -0.02 -0.02 0.02 -0.668
H -6.7150 0.9292 -4.1011 0.01 -0.02 -0.03 0.480
H -8.7152 0.9124 -2.6459 0.00 -0.01 0.01 0.330
H -10.0042 -1.1746 -2.3406 0.01 0.00 0.00 0.371
H -9.3018 -3.2418 -3.4992 0.00 0.01 -0.01 0.363
H -7.3171 -3.2191 -4.9729 0.00 0.00 0.01 0.365
H -6.0218 -1.1343 -5.2709 0.00 0.02 0.01 0.481
C 3.8902 3.0104 1.9905 0.01 0.00 0.01 -0.569
C 4.7061 4.1051 1.7349 0.03 -0.03 0.02 -0.448
C 5.8641 4.2981 2.4780 -0.02 -0.05 0.01 -0.314
C 6.2047 3.3979 3.4800 -0.04 0.00 -0.04 -0.635
C 5.3849 2.3073 3.7414 0.00 -0.01 -0.04 0.050
C 4.2288 2.1133 2.9959 0.04 0.06 0.00 -0.355
H 2.9908 2.8558 1.4069 0.00 -0.01 0.01 0.430
H 4.4397 4.8080 0.9556 0.00 -0.01 0.00 0.373
H 6.5012 5.1500 2.2765 -0.01 0.00 0.00 0.366
H 7.1082 3.5470 4.0576 -0.01 0.00 0.00 0.381
H 5.6472 1.6083 4.5264 -0.01 0.02 0.01 0.312
H 3.5900 1.2629 3.1970 -0.01 0.02 0.00 0.408
C -4.9891 3.3483 -8.0053 -0.02 -0.05 -0.01 -0.391
C -6.1110 3.3377 -7.1862 0.02 -0.04 0.00 -0.430
C -6.8369 2.1656 -7.0166 0.03 0.01 -0.02 -0.360
C -6.4429 1.0042 -7.6693 0.02 0.03 -0.02 -0.357
C -5.3260 1.0170 -8.4951 0.00 0.03 0.03 -0.467
C -4.5981 2.1884 -8.6621 -0.04 0.01 0.04 -0.366
H -4.4199 4.2604 -8.1324 -0.01 0.00 0.00 0.361
H -6.4193 4.2434 -6.6792 0.01 -0.01 0.00 0.373
H -7.7095 2.1565 -6.3754 0.00 -0.02 -0.01 0.442
H -7.0071 0.0899 -7.5347 -0.01 0.01 0.00 0.474
H -5.0219 0.1133 -9.0082 0.00 0.01 0.01 0.362
H -3.7263 2.1977 -9.3039 0.00 0.00 0.01 0.361
```
Forces are in eV/Å.

Values from the calculation:
relative energy (zero: lowest compared OMol25 entry of this formula, charge and spin): 6.9 kcal per mole
SMILES: CC(C)C[SiH3].c1ccccc1.c1ccccc1.c1ccccc1.c1ccccc1.c1ccccc1.c1ccccc1.c1ccccc1
highest occupied orbital energy: -0.342 Eh
multiplicity: 1
max |F|: 1.8 eV/A
lowest unoccupied orbital energy: 0.7 eV
energy: -2074.67199 a.u.
frontier orbital gap: 10.0 eV



6.
Here is C15H23NO2S as an isolated structure in a non-equilibrium geometry from the OMol25 dataset. Energies are from ωB97M-V/def2-TZVPD.

The geometry in XYZ format:
```
42
Properties=species:S:1:pos:R:3:forces:R:3:mulliken_charge:R:1
C -4.6189 2.5242 -0.3866 -12.64 4.00 8.74 -1.598
C -5.3197 1.2685 -0.1276 -4.34 0.03 0.92 -0.321
H -5.3821 0.7294 -1.0310 -0.18 -0.64 -1.42 0.302
H -6.4277 1.5311 0.1500 1.85 -0.72 -0.38 0.306
C -4.8104 0.3033 0.8606 -3.78 5.99 6.83 -0.987
C -3.5999 -0.2204 0.6657 2.59 -1.79 4.41 0.686
N -3.1465 -0.3766 -0.4049 1.42 0.83 -13.36 -0.481
C -1.8815 -0.8879 -0.5353 -0.97 -1.93 7.37 0.564
C -1.7365 -1.1344 0.8298 3.52 -0.59 0.04 0.792
O -2.7084 -0.7163 1.5758 -1.33 0.41 2.56 -0.519
C -0.5798 -1.6241 1.5740 0.18 -8.65 -8.33 -1.664
H -0.3919 -1.2619 2.4128 1.27 3.03 7.58 0.847
H -0.7400 -3.0567 1.6337 0.13 4.20 0.47 0.234
C 0.6885 -1.6384 0.6199 -2.76 -2.89 0.14 0.294
H 1.4376 -2.4314 0.7960 -0.07 0.82 1.07 0.238
C 0.1510 -2.1921 -0.6940 6.37 2.68 -3.43 -0.667
C -0.8395 -1.4481 -1.3669 -4.18 4.62 -2.21 -0.033
O -0.9337 -1.0306 -2.5050 1.65 -1.20 -1.60 -0.618
H 1.1693 -2.0717 -1.5745 -3.00 -1.01 2.58 0.197
H -0.2127 -3.1287 -0.6493 -0.59 -3.73 0.45 0.629
C 1.2013 -0.3106 0.5076 -0.99 3.90 6.33 -0.813
C 2.3808 -0.0462 -0.1180 9.34 -1.75 -6.92 0.150
C 2.2179 0.7334 -1.5040 2.18 -6.53 -2.96 -1.526
H 1.3552 0.2000 -1.9464 0.35 0.65 -0.45 0.357
H 3.1054 0.8178 -2.4360 -2.17 -0.86 3.19 0.234
H 2.0150 1.6641 -1.3390 -1.55 5.61 1.24 0.593
H 2.9500 -1.3040 -0.4926 -1.31 3.64 1.14 0.242
S 3.8040 0.9001 0.7068 -2.85 -0.67 2.30 -0.225
C 5.1815 0.4504 -0.1765 3.14 -1.36 -4.92 -0.095
C 6.5398 0.7109 0.6088 -1.37 8.13 -7.19 -1.290
H 6.5142 1.8828 0.8584 0.12 -2.82 0.37 0.278
H 6.5131 0.0505 1.2634 0.49 -5.23 6.80 0.505
H 7.4255 0.6400 -0.0514 -0.65 -0.35 0.18 0.322
H 5.2148 -0.6721 -0.6655 -0.46 2.44 1.63 0.265
H 5.1755 1.1020 -1.1338 0.32 -1.03 1.29 0.202
H 1.5500 0.1437 1.6680 -1.82 -1.38 -2.51 0.270
H 0.5163 0.4139 0.1009 -1.07 0.14 0.30 0.370
H -4.6617 1.1413 2.1482 -0.11 -2.01 -3.25 0.201
H -5.5280 -0.2769 1.3476 -1.23 -1.39 0.19 0.429
H -4.6793 3.2985 0.4931 0.39 -1.70 -1.15 0.234
H -5.0874 3.0083 -1.0974 -2.15 2.33 -4.00 0.436
H -3.8212 2.3149 -0.5853 16.27 -3.26 -4.04 0.661
```
Forces are in eV/Å.

Values from the calculation:
relative energy (zero: lowest compared OMol25 entry of this formula, charge and spin): 339.8 kcal per mole
highest occupied orbital energy: -0.308 Eh
multiplicity: 1
max |F|: 17.1 eV/A
lowest unoccupied orbital energy: 0.4 eV
energy: -1188.26805 a.u.
frontier orbital gap: 8.8 eV